# C54H48N7O5SZr

A molecular structure, C54H48N7O5SZr (the ωB97M-V functional and the def2-TZVPD basis, the OMol25 dataset).

Its net charge is +1. The total energy comes out at -89564.639 eV. For the energy above the lowest of the compared OMol25 structures with the same formula, charge and spin, the calculation gives 0.0 kJ/mol.

Last column: Mulliken charge in e.
Positions of all 116 atoms, in Å:
Zr1 -0.68631 0.40375 -0.53175  0.8943
O1 0.27835 -0.81704 -1.65098  0.9752
C1 1.07984 -1.84353 -2.18595  1.6838
C2 2.47421 -1.26049 -2.49301  -1.3919
C3 3.18291 -0.63890 -1.32071  -0.6193
C4 4.42517 -1.11089 -0.91384  -0.9719
C5 5.09132 -0.45167 0.10499  -1.2023
C6 4.48193 0.63214 0.70952  -0.6714
C7 3.21811 1.01501 0.27548  -0.6698
C8 2.44653 2.07696 1.00924  -1.6903
C9 1.32646 1.46322 1.89248  1.4039
O2 0.32272 0.89279 1.08471  1.8254
C10 0.68276 2.50106 2.82054  0.5960
C11 1.13716 3.80630 2.96338  -0.6367
C12 0.53110 4.68177 3.86276  -0.8444
C13 -0.52645 4.25605 4.65053  -0.9057
C14 -0.97911 2.94591 4.52691  -0.5401
C15 -0.38891 2.08982 3.61354  0.5709
C16 2.01418 0.38484 2.73848  0.8688
C17 2.15205 -0.90797 2.23824  0.8476
C18 2.89003 -1.86219 2.92396  -0.7673
C19 3.51829 -1.52970 4.11807  -0.9873
C20 3.39081 -0.24250 4.62114  -1.1844
C21 2.64066 0.70707 3.93763  -0.7408
N1 2.59747 0.41190 -0.73698  0.4751
C22 0.37539 -2.33194 -3.46006  -0.0706
C23 0.93282 -2.24813 -4.72978  -0.3409
C24 0.21681 -2.67083 -5.84590  -1.0647
C25 -1.06247 -3.17834 -5.70282  -0.7330
C26 -1.62460 -3.27079 -4.43517  -0.5521
C27 -0.90983 -2.85558 -3.32601  -0.2221
C28 1.20524 -3.00797 -1.20546  -0.0637
C29 2.07253 -4.06286 -1.49247  -0.6969
C30 2.19574 -5.13460 -0.62493  -0.9086
C31 1.44291 -5.18311 0.54306  -0.8693
C32 0.55758 -4.15569 0.82040  -0.7324
C33 0.44118 -3.08003 -0.05347  0.9333
H1 3.10026 -2.04683 -2.91017  0.9695
H2 2.37858 -0.50041 -3.26880  0.6616
H3 4.86268 -1.97268 -1.40016  0.5092
H4 6.06711 -0.78733 0.43127  0.4442
H5 4.95615 1.15401 1.53060  0.4989
H6 3.14122 2.60847 1.66009  0.9966
H7 2.00801 2.79197 0.31099  0.4499
H8 1.97348 4.16883 2.38169  0.4878
H9 0.90799 5.69246 3.96045  0.4930
H10 -0.97356 4.92677 5.37324  0.4102
H11 -1.78390 2.58318 5.15444  0.5279
H12 -0.76332 1.07889 3.51927  -0.3949
H13 1.68892 -1.17229 1.29402  -0.8241
H14 2.97879 -2.86046 2.51336  0.4633
H15 4.10137 -2.26841 4.65221  0.4261
H16 3.87365 0.02713 5.55164  0.4348
H17 2.54809 1.70492 4.34890  0.5223
H18 1.93229 -1.86234 -4.87639  0.4101
H19 0.66811 -2.60196 -6.82730  0.4489
H20 -1.61983 -3.50510 -6.57092  0.4541
H21 -2.62568 -3.66433 -4.31317  0.4652
H22 -1.35420 -2.92601 -2.33984  0.3812
H23 2.64177 -4.06556 -2.41376  0.4076
H24 2.87423 -5.94253 -0.86601  0.4539
H25 1.53633 -6.02424 1.21719  0.4502
H26 -0.05602 -4.18681 1.71293  0.4779
H27 -0.28605 -2.31172 0.17320  0.1786
C34 -0.30787 5.34116 -0.01398  -1.7795
C35 -0.41194 3.92649 -0.49558  1.4544
N2 -1.22092 3.06626 -0.00352  0.1759
N3 -1.98058 3.46384 1.04613  -0.2782
C36 -3.06701 2.73413 1.41897  0.4280
N4 -3.74823 3.24340 2.45577  -0.3543
S1 -3.52849 1.35574 0.62267  -0.4257
C37 0.34393 3.45869 -1.67895  -0.1605
C38 0.93125 4.35966 -2.55613  -1.2165
C39 1.50362 3.89473 -3.72894  -0.9433
C40 1.44731 2.54251 -3.99957  -1.3743
C41 0.85558 1.70819 -3.06762  -0.6665
N5 0.34406 2.13891 -1.91501  0.9283
H28 -0.12626 5.37178 1.05945  0.3508
H29 0.50950 5.87821 -0.48274  0.4956
H30 -1.23823 5.87772 -0.21889  0.2844
H31 -1.69448 4.26702 1.59101  0.2689
H32 -3.40852 4.02239 2.99463  0.2100
H33 -4.53908 2.72558 2.79675  0.2691
H34 0.91481 5.41833 -2.35058  0.4658
H35 1.95954 4.58570 -4.42511  0.4676
H36 1.84694 2.12648 -4.91334  0.5792
H37 0.76901 0.64877 -3.24685  0.8213
N6 0.19258 -1.35585 5.31562  -0.1401
C42 -1.15713 -1.42445 5.27221  0.3270
O3 -1.85726 -1.36824 6.26493  -0.6759
C43 -1.78374 -1.57582 3.91397  0.8839
C44 -3.05767 -2.12063 3.83169  -1.0688
C45 -3.65534 -2.20992 2.58996  -1.2282
C46 -2.98925 -1.70370 1.48569  -0.5970
N7 -1.77650 -1.14532 1.55317  0.6863
C47 -1.18579 -1.12091 2.74907  -0.1747
H38 0.62394 -1.18531 6.20801  0.2837
H39 0.77875 -1.39431 4.49873  0.1529
H40 -3.54837 -2.45465 4.73632  0.5081
H41 -4.63807 -2.64297 2.46773  0.4972
H42 -3.44315 -1.73238 0.50772  0.5466
H43 -0.20277 -0.67707 2.76672  -0.7694
O4 -1.99134 0.94506 -2.23423  -0.7275
C48 -2.62720 -0.14870 -2.14392  0.2212
O5 -2.42600 -0.85250 -1.10537  -0.1333
C49 -3.53295 -0.60552 -3.21327  0.6109
C50 -4.39391 -1.67313 -2.98083  -0.0294
C51 -5.22048 -2.12112 -3.99728  -0.8781
C52 -5.17157 -1.51319 -5.24588  -0.4303
C53 -4.30865 -0.44986 -5.47760  -0.8691
C54 -3.49333 0.01260 -4.45800  -0.3519
H44 -4.40514 -2.14595 -2.00760  0.3534
H45 -5.89998 -2.94434 -3.82114  0.4365
H46 -5.81260 -1.86878 -6.04212  0.4251
H47 -4.27505 0.01790 -6.45244  0.4415
H48 -2.81698 0.84201 -4.61512  0.4980

***

# C54H50BF7NO3S

8 unconnected molecules or ions with the total composition C54H50BF7NO3S (the ωB97M-V functional and the def2-TZVPD basis, the OMol25 dataset).

Its net charge is +1. The total energy comes out at -94965.190 eV.

Last column: Mulliken charge in e.
Positions of all 117 atoms, in Å:
O1 -2.36533 -3.04575 1.23531  -0.1252
B1 -1.34154 -3.38496 0.26165  0.4235
O2 -1.63078 -3.07845 -1.13666  -0.5705
O3 -0.07153 -3.96634 0.65529  -0.5870
C1 0.19587 -3.57669 2.02631  0.5099
C2 -0.31611 -4.43047 3.23871  -0.2835
C3 0.07207 -3.94010 4.69026  -0.6273
C4 0.92761 -2.64254 4.92227  -0.7070
C5 1.44517 -1.76499 3.71350  0.4952
C6 2.32243 -0.47246 3.89619  -0.8194
C7 2.77482 0.23365 2.56765  -0.0572
N1 2.38687 -0.30155 1.27735  0.2579
C8 2.88761 0.39340 0.02120  -0.8690
C9 4.28610 -0.37505 -0.35753  -0.3369
C10 4.07174 -1.51034 -1.48730  -0.4658
S1 5.47359 -1.34144 -2.71345  -0.2395
C11 1.57276 -1.47043 1.05921  -0.2144
C12 1.05481 -2.27275 2.28561  0.2953
H1 -2.63012 -3.87732 1.69748  0.1761
H2 -1.57396 -2.07536 -1.15416  0.2874
H3 -0.94967 -5.37561 3.06919  0.5038
H4 -0.25872 -4.54335 5.61714  0.3563
H5 1.19986 -2.32782 5.98356  0.3225
H6 2.62788 -0.07675 4.93519  0.3456
H7 3.42934 1.16330 2.59588  0.4126
H8 3.11880 1.50679 0.21475  0.3252
H9 2.11646 0.27966 -0.83509  0.4116
H10 4.63516 -0.93740 0.59540  0.2347
H11 5.07665 0.40505 -0.62004  0.4584
H12 3.02996 -1.42467 -1.96205  0.1830
H13 4.14501 -2.58719 -1.07563  0.2926
H14 6.46577 -2.16793 -2.16278  0.1567
H15 1.29702 -1.82626 -0.00134  0.3793
F1 -3.78943 -4.71790 3.34588  0.0016
C13 -4.05634 -5.89890 3.93618  0.3611
C14 -3.67630 -7.07508 3.30838  -0.3167
C15 -3.94741 -8.29472 3.92080  -0.5466
C16 -4.60484 -8.32368 5.14843  -0.4986
C17 -4.98609 -7.13588 5.76692  -0.4813
C18 -4.70550 -5.91577 5.16035  -0.4824
H16 -3.17286 -7.03300 2.34867  0.4281
H17 -3.64780 -9.22097 3.44222  0.3692
H18 -4.81998 -9.27553 5.62345  0.3770
H19 -5.50172 -7.16051 6.72106  0.3873
H20 -4.98712 -4.98100 5.63156  0.4386
F2 -1.29994 -0.93116 -2.69859  -0.2786
C19 -2.09537 -0.31594 -3.59780  0.4587
C20 -2.74783 0.85367 -3.24133  -0.3651
C21 -3.56439 1.49083 -4.17083  -0.4504
C22 -3.72678 0.94433 -5.44193  -0.7193
C23 -3.07006 -0.23376 -5.78649  -0.3370
C24 -2.24488 -0.86507 -4.86119  -0.4394
H21 -2.61571 1.25943 -2.24458  0.4010
H22 -4.07383 2.41108 -3.90528  0.3825
H23 -4.36531 1.43757 -6.16183  0.4769
H24 -3.20094 -0.66025 -6.77556  0.4092
H25 -1.71894 -1.77819 -5.11509  0.4257
F3 -3.63919 -1.89180 7.07064  -0.3445
C25 -3.98774 -1.38340 5.87695  0.0043
C26 -3.71427 -2.10350 4.72460  -0.0600
C27 -4.07916 -1.58049 3.48857  -0.0456
C28 -4.70401 -0.33755 3.41779  -0.8193
C29 -4.96982 0.38029 4.58164  -0.4980
C30 -4.61479 -0.14800 5.81901  -0.5834
H26 -3.22011 -3.06432 4.79799  0.5655
H27 -3.87620 -2.14066 2.58187  0.4522
H28 -4.98426 0.07178 2.45259  0.6096
H29 -5.45291 1.34987 4.52452  0.3893
H30 -4.82162 0.39212 6.73560  0.4409
F4 -7.52761 1.12282 2.86023  -0.2785
C31 -8.32293 0.32452 2.12935  0.3667
C32 -7.78920 -0.80817 1.53335  0.0996
C33 -8.61460 -1.63745 0.78041  -0.5447
C34 -9.96159 -1.31890 0.62327  -0.4510
C35 -10.48528 -0.17645 1.22223  -0.4615
C36 -9.66304 0.64734 1.98434  -0.3990
H31 -6.73766 -1.03557 1.65970  0.1463
H32 -8.20912 -2.53024 0.31613  0.3615
H33 -10.60387 -1.96406 0.03207  0.3658
H34 -11.53367 0.07233 1.09546  0.3594
H35 -10.05580 1.53579 2.46495  0.4111
F5 5.33622 1.90870 2.02483  -0.1919
C37 6.58953 2.22080 1.63442  0.2792
C38 7.66166 1.52539 2.17014  -0.4353
C39 8.95366 1.84371 1.76371  -0.4866
C40 9.15818 2.86105 0.83437  -0.5121
C41 8.07363 3.55592 0.30694  -0.1571
C42 6.78088 3.23051 0.70482  -0.3576
H36 7.48338 0.74242 2.89849  0.4091
H37 9.79992 1.30073 2.17077  0.3777
H38 10.16664 3.11182 0.52118  0.3858
H39 8.23503 4.35023 -0.41307  0.2639
H40 5.92390 3.75526 0.29797  0.4045
F6 9.46392 6.36081 0.34271  -0.2670
C43 9.61293 7.33100 -0.57516  0.4033
C44 9.77299 8.64334 -0.15859  -0.4270
C45 9.93230 9.64709 -1.10868  -0.3810
C46 9.91893 9.32812 -2.46480  -0.4739
C47 9.75249 8.00740 -2.87159  -0.4493
C48 9.60416 7.00173 -1.92171  -0.2687
H41 9.77253 8.87345 0.90058  0.3991
H42 10.06602 10.67643 -0.79348  0.3583
H43 10.03893 10.11249 -3.20541  0.3586
H44 9.73828 7.76121 -3.92816  0.3494
H45 9.48243 5.96680 -2.22039  0.4096
F7 -3.80167 2.05333 -7.96816  -0.2797
C49 -2.68053 2.20701 -8.69336  0.2707
C50 -2.74339 2.10369 -10.07424  -0.5149
C51 -1.58366 2.26775 -10.82507  -0.4039
C52 -0.37261 2.52255 -10.18535  -0.4725
C53 -0.32076 2.61923 -8.79758  -0.4381
C54 -1.48208 2.46621 -8.04688  -0.0848
H46 -3.69319 1.89679 -10.55374  0.3993
H47 -1.62286 2.19658 -11.90682  0.3601
H48 0.53250 2.64606 -10.77168  0.3623
H49 0.62396 2.81368 -8.30068  0.3501
H50 -1.46202 2.54697 -6.96615  0.4468

***

# C54H50F8O3PS2

9 unconnected molecules or ions with the total composition C54H50F8O3PS2 (the ωB97M-V functional and the def2-TZVPD basis, the OMol25 dataset).

Its net charge is -1. The total energy comes out at -115649.195 eV.

Last column: Mulliken charge in e.
Positions of all 118 atoms, in Å:
C1 1.86745 4.39392 1.47360  -0.4197
C2 1.26212 4.27778 0.42222  -0.1372
C3 0.54794 4.14089 -0.80411  -0.4279
C4 1.53956 3.91679 -1.94626  -0.8625
C5 0.85934 3.90876 -3.31572  -0.0344
C6 1.90227 4.05675 -4.43727  -0.6689
S1 1.59856 3.05811 -5.85341  1.2319
O1 0.40165 3.57944 -6.45804  -0.6359
O2 2.75859 2.99279 -6.68952  -0.6878
O3 1.27478 1.59159 -5.34445  -0.4817
P1 -0.54979 2.78808 -0.60523  0.2942
S2 -2.22176 2.69736 -1.67445  -0.5509
H1 2.65654 4.36703 2.17737  0.4547
H2 2.12869 2.99065 -1.81605  0.1720
H3 2.26638 4.73672 -1.92165  0.4113
H4 0.12407 4.70594 -3.37319  0.2437
H5 0.35402 2.95027 -3.43373  0.0482
H6 1.92052 5.06170 -4.85835  0.3335
H7 2.90528 3.83349 -4.06879  0.4469
H8 0.35177 1.58446 -5.04444  0.3705
H9 0.15845 1.57123 -0.80015  -0.0512
H10 -0.84816 2.76248 0.75779  -0.0229
F1 0.96876 0.79366 1.62723  -0.3061
C7 2.17498 0.77578 2.21909  0.1560
C8 3.27480 1.19311 1.49596  -0.1615
C9 4.51550 1.17252 2.11463  -0.4803
C10 4.64132 0.73988 3.42913  -0.5141
C11 3.51614 0.33114 4.13135  -0.5195
C12 2.26477 0.35044 3.52954  -0.2041
H11 3.14817 1.53163 0.47748  0.3460
H12 5.38837 1.50257 1.56645  0.3693
H13 5.61307 0.72772 3.90538  0.3826
H14 3.60819 -0.00202 5.15755  0.3899
H15 1.37055 0.05763 4.06250  0.5153
F2 1.84807 -0.72604 -13.07693  -0.3467
C13 2.00689 -0.03874 -11.91496  0.3393
C14 0.88423 0.31620 -11.19730  -0.4663
C15 1.05687 1.01284 -10.00855  -0.3638
C16 2.32956 1.34612 -9.56322  -0.2726
C17 3.43769 0.97447 -10.31182  -0.4434
C18 3.28468 0.27136 -11.49998  -0.4044
H16 -0.09766 0.05118 -11.56593  0.4261
H17 0.19237 1.29946 -9.42422  0.4108
H18 2.44426 1.88874 -8.63550  0.3557
H19 4.43073 1.23444 -9.96956  0.3798
H20 4.13409 -0.03375 -12.09642  0.4239
F3 -0.25101 0.07005 5.38741  -0.1495
C19 -0.57925 -1.00949 6.12720  0.5891
C20 -1.13661 -0.81396 7.37409  -0.8689
C21 -1.47479 -1.92856 8.12864  -0.1407
C22 -1.24542 -3.20489 7.63052  -0.8568
C23 -0.68005 -3.37006 6.37316  -0.2640
C24 -0.34320 -2.26504 5.60473  -0.6414
H21 -1.30088 0.19142 7.73771  0.5511
H22 -1.91812 -1.80024 9.10516  0.5282
H23 -1.50785 -4.07152 8.22376  0.4140
H24 -0.49873 -4.36352 5.98458  0.3659
H25 0.09101 -2.36604 4.61924  0.4703
F4 -1.10072 4.35438 2.56677  -0.1883
C25 -0.97123 4.67636 3.85561  0.1488
C26 -1.29530 5.95495 4.26706  -0.5241
C27 -1.16209 6.27463 5.61101  -0.4646
C28 -0.70365 5.32869 6.51822  -0.4609
C29 -0.37904 4.05253 6.07756  -0.4806
C30 -0.51426 3.71573 4.73946  -0.1750
H26 -1.64265 6.67566 3.53957  0.4358
H27 -1.41860 7.27033 5.94999  0.3559
H28 -0.60070 5.58447 7.56411  0.3543
H29 -0.01726 3.31236 6.78009  0.3769
H30 -0.27147 2.72743 4.37186  0.5797
F5 2.80681 -5.99331 -10.38438  -0.2961
C31 2.66327 -5.65101 -11.68448  0.4883
C32 2.33568 -4.34771 -11.99627  -0.5888
C33 2.19282 -4.00477 -13.33322  -0.1567
C34 2.37185 -4.96086 -14.32455  -0.7434
C35 2.69759 -6.26531 -13.98009  -0.2613
C36 2.84962 -6.62157 -12.64740  -0.4832
H31 2.19646 -3.62121 -11.20673  0.4818
H32 1.94297 -2.98678 -13.59460  0.4249
H33 2.25713 -4.68781 -15.36497  0.3775
H34 2.83415 -7.01297 -14.75040  0.3514
H35 3.10819 -7.62975 -12.35333  0.4123
F6 -1.97373 4.12052 9.32814  -0.2662
C37 -2.17923 4.83978 10.44627  0.4123
C38 -3.47641 5.09207 10.84616  -0.5567
C39 -3.67965 5.83381 12.00073  -0.2639
C40 -2.59881 6.31327 12.72822  -0.5553
C41 -1.30550 6.04697 12.30025  -0.3324
C42 -1.08526 5.30133 11.15104  -0.3386
H36 -4.30144 4.71373 10.25839  0.4288
H37 -4.68929 6.03826 12.33181  0.3501
H38 -2.76435 6.89384 13.62577  0.3669
H39 -0.46021 6.42211 12.86191  0.3454
H40 -0.08719 5.07681 10.80015  0.4112
F7 -0.59666 -11.40997 -8.74349  -0.3209
C43 -0.24154 -10.14942 -8.40739  0.4597
C44 -1.06091 -9.43236 -7.56015  -0.5248
C45 -0.68759 -8.13990 -7.21849  -0.2118
C46 0.48037 -7.58816 -7.72615  -0.6536
C47 1.28428 -8.33239 -8.57870  -0.1319
C48 0.92680 -9.62821 -8.92449  -0.6008
H41 -1.96887 -9.88162 -7.18169  0.4088
H42 -1.31435 -7.56239 -6.55203  0.3600
H43 0.76423 -6.57923 -7.45961  0.3990
H44 2.19073 -7.90105 -8.97893  0.4077
H45 1.53847 -10.23031 -9.58266  0.4089
F8 -3.35021 -1.76998 10.75397  -0.3222
C49 -4.67375 -1.87900 10.49777  0.5820
C50 -5.08361 -2.72817 9.49056  -0.2938
C51 -6.44253 -2.83460 9.23229  -0.3483
C52 -7.35788 -2.09707 9.97047  -0.5609
C53 -6.91372 -1.24876 10.97529  -0.2940
C54 -5.55837 -1.13454 11.24995  -0.5845
H46 -4.35074 -3.28476 8.92224  0.3193
H47 -6.78515 -3.49601 8.44786  0.3554
H48 -8.41554 -2.18167 9.76090  0.3708
H49 -7.62426 -0.66873 11.54902  0.3515
H50 -5.18748 -0.48334 12.02947  0.4228

***

These records have maximum force values of 0.97, 4.85, 1.83 eV/A, in the order they appear.
These records have HOMO-LUMO gap values of 7.93, 6.09, 5.28 eV, in the order they appear.
These records have highest occupied orbital energy values of -10.8117, -10.5070, -3.5528 eV, in the order they appear.